Entry 1:
25
Properties=species:S:1:pos:R:3:forces:R:3:nbo_charge:R:1 method="wB97M-V/def2-TZVPD" spin_multiplicity=1 e_above_lowest_kj_mol=383.7 gap_ha=0.33506
O 0.9242 1.7772 -1.5098 1.690 -0.803 -1.592 -0.5549
N 0.0352 2.2328 -0.8108 -0.706 1.185 1.433 0.3556
O -0.6245 3.3304 -1.3949 2.546 0.479 -2.148 -0.5345
C -0.2820 1.9183 0.4004 -1.728 0.561 0.613 0.0000
C 0.1754 0.6923 1.1289 -2.148 2.214 -0.104 -0.1211
C -0.5545 0.3234 2.2960 -0.028 1.669 1.193 -0.1789
C -0.1711 -0.8013 3.0099 -0.005 -0.961 0.969 -0.2111
C 0.8730 -1.6048 2.4924 -0.171 -0.009 -0.239 -0.2059
C 1.5790 -1.1940 1.4061 0.005 0.862 -1.820 -0.1901
C 1.1988 -0.0510 0.6783 1.292 -2.078 0.300 -0.1853
H 0.1039 3.5507 -2.1680 -2.588 -0.719 2.612 0.5001
H -1.0483 2.6459 0.7821 0.806 -1.217 -0.052 0.2305
H -1.2928 1.1058 2.7141 1.037 -1.669 -0.729 0.2229
H -0.5797 -1.1538 4.0166 0.070 0.884 -1.722 0.2319
H 1.1003 -2.6137 2.7750 -0.093 -0.167 1.090 0.2227
H 2.3709 -1.7254 0.8838 -0.111 -0.556 0.710 0.2228
H 1.6766 0.0125 -0.2744 0.250 0.807 0.081 0.2360
H -2.1062 -2.0152 -3.1211 0.638 -2.731 -0.762 0.3504
N -2.0873 -1.0812 -2.8871 -0.085 3.903 1.157 -0.5155
C -0.9481 -0.5550 -2.6742 -3.400 1.139 -0.164 -0.0290
C 0.2476 -1.3511 -2.8132 2.507 0.964 1.479 0.7153
O 0.2686 -2.5039 -3.1226 0.496 0.216 -0.246 -0.5398
O 1.3430 -0.6104 -2.4027 0.689 -4.568 -2.078 -0.7068
H -0.9204 0.5528 -2.3653 0.143 -1.856 -0.608 0.1865
H 1.1538 0.2025 -2.0009 -1.106 2.451 0.629 0.4984


Entry 2:
37
Properties=species:S:1:pos:R:3:forces:R:3:nbo_charge:R:1 method="wB97M-V/def2-TZVPD" spin_multiplicity=2 gap_ha="0.20107 / 0.18611" charge=+1
Ru 1.3110 0.1846 -0.7531 1.676 -0.242 2.459 0.9714
N 4.3446 -1.6276 1.5058 -0.274 0.132 0.270 -0.7353
C 3.3497 -0.8065 1.1963 0.650 0.805 -1.839 0.3669
S 3.5907 0.1667 -0.3149 -0.776 -0.478 0.499 -0.0660
N 2.3219 -0.6037 1.9527 -1.428 -1.117 2.149 -0.3739
N 1.3044 0.0481 1.4345 0.353 3.483 -3.310 -0.0832
C 0.6234 1.0923 1.9638 1.293 -3.571 0.628 0.0058
C 0.3384 2.1557 1.1008 -1.004 1.782 -2.094 0.1512
C -0.3470 3.3335 1.5039 0.638 -1.298 0.031 -0.1939
C -0.4045 4.4125 0.6634 0.241 0.147 -0.821 -0.1311
C 0.1894 4.3296 -0.6062 -0.090 -0.140 0.614 -0.2269
C 0.7809 3.1364 -0.9849 -0.048 0.562 -0.311 0.0627
N 0.8392 2.0723 -0.1914 -0.670 0.324 1.152 -0.4321
H 5.1514 -1.6734 0.9045 -0.088 -0.056 0.110 0.4271
H 4.2749 -2.2258 2.3120 0.047 -0.037 0.061 0.4243
H 0.3802 1.1312 3.0190 0.438 0.081 0.086 0.2387
H -0.8082 3.3571 2.4758 0.016 0.027 0.227 0.2435
H -0.9011 5.3193 0.9769 -0.038 0.028 -0.022 0.2462
H 0.1803 5.1760 -1.2708 0.046 0.047 -0.149 0.2497
H 1.2488 3.0202 -1.9604 -0.194 0.032 0.095 0.2263
I 1.6824 -4.8082 -0.0884 -0.325 0.029 -0.014 0.1980
C -0.0253 -3.6477 -0.4129 1.093 1.294 -0.280 -0.2133
C -1.3088 -4.1334 -0.2292 -0.949 0.231 -0.084 -0.2200
C -2.4125 -3.3307 -0.4579 -0.144 -0.335 0.094 -0.1639
I -4.3214 -4.1319 -0.0796 0.285 0.110 -0.108 0.1828
C -2.2669 -1.9812 -0.8770 0.075 -0.331 0.111 -0.1365
C -3.3129 -1.0839 -1.1649 0.299 0.399 -0.098 -0.0660
C -3.0184 0.2212 -1.4961 -0.250 -0.372 -0.076 -0.2699
C -1.6952 0.6416 -1.5572 0.656 -0.154 0.069 0.0838
N -0.6809 -0.1806 -1.3041 -0.644 0.301 0.337 -0.5055
C -0.9535 -1.4745 -0.9879 0.198 -0.913 0.066 0.1625
C 0.1980 -2.3045 -0.7766 -2.080 -1.645 0.354 0.2866
O 1.3632 -1.7974 -0.9114 1.372 0.909 -0.353 -0.6568
H -1.4425 -5.1491 0.1100 -0.053 -0.079 -0.013 0.2491
H -4.3347 -1.4226 -1.1451 -0.171 -0.058 0.114 0.2466
H -3.7985 0.9290 -1.7179 -0.131 0.053 -0.067 0.2423
H -1.4405 1.6570 -1.8326 -0.018 0.051 0.114 0.2087


Entry 3:
19
Properties=species:S:1:pos:R:3:forces:R:3:nbo_charge:R:1 method="wB97M-V/def2-TZVPD" spin_multiplicity=1 e_above_lowest_kj_mol=269.2 gap_ha=0.38790 charge=+1 smiles="[H]/N=C1/CC[C@@](C)([NH3+])O1"
H 1.9004 2.5531 1.6550 -0.979 -0.053 -1.956 0.4160
N 1.2415 2.6807 0.8229 1.779 1.611 2.616 -0.5921
C 0.5795 1.7869 0.3778 0.694 -2.572 0.388 0.5900
C -0.6003 1.7412 -0.4977 0.099 -4.172 2.435 -0.4740
C -0.5271 0.2841 -1.0970 -1.479 1.864 2.607 -0.4374
C 0.0566 -0.5375 0.0718 -0.137 0.451 -1.838 0.4364
C -0.9804 -1.2692 0.8747 0.360 -1.447 0.805 -0.6855
N 0.9483 -1.6940 -0.5105 3.232 -1.443 -0.357 -0.7699
O 0.9298 0.2639 0.7775 -1.066 1.052 -0.682 -0.5909
H -1.4306 1.6327 0.2478 0.180 1.163 -0.929 0.2475
H -0.5566 2.5080 -1.1798 -0.615 1.824 -1.387 0.2704
H -1.5624 0.0684 -1.2810 -0.129 -0.818 -0.730 0.2394
H 0.0778 0.3636 -1.9220 1.375 -0.486 -2.158 0.2246
H -1.9376 -1.2917 0.4262 -0.899 -0.053 -0.843 0.2454
H -1.1358 -0.7985 1.8116 0.112 0.590 0.993 0.2640
H -0.7287 -2.3370 1.1116 -0.049 0.902 -0.189 0.2260
H 1.2299 -2.0637 0.4576 -0.024 -0.246 -2.037 0.4564
H 1.9217 -1.3836 -0.9813 -2.824 -0.363 1.302 0.4638
H 0.5740 -2.5073 -1.1654 0.371 2.194 1.962 0.4699